1.
A molecular structure, C3H10N6 in a non-equilibrium geometry. Source: OMol25; level of theory: the ωB97M-V functional and the def2-TZVPD basis.

As for the total energy: -448.6847 hartree. For the energy relative to the best compared isomer or geometry (same formula, charge and spin), the calculation gives 65.30 kcal/mol. The LUMO energy comes out at 0.87 eV. As for the orbital gap: 0.285 Ha.

Structure (XYZ):
```
19
C3H10N6 | OMol25 | the ωB97M-V functional and the def2-TZVPD basis
N 1.4471 0.3160 -0.0258
C 0.6303 -0.2646 1.6151
C -0.0188 0.7745 0.0954
C -1.0530 0.0118 -0.3647
N 1.8745 -0.5006 -1.1173
N -0.1274 2.1480 0.3669
N -0.9215 -1.2542 -0.9498
N -2.3689 0.4343 -0.0363
N 0.6624 -1.4829 1.7704
H 1.9788 1.1778 0.1024
H 2.8320 -0.7947 -0.9447
H 1.8380 0.0221 -1.9924
H -1.0659 2.4643 0.1566
H 0.1034 2.3747 1.3272
H 0.0436 -1.4985 -1.1291
H -1.3725 -1.9896 -0.4122
H -3.0416 -0.0295 -0.6319
H -2.5984 0.2717 0.9398
H 1.1579 -2.1807 1.2303
```

From a Mulliken analysis of the wavefunction, the atomic charges in e read: N 0.081; C -0.066; C 0.279; C -0.006; N -0.659; N -0.623; N -0.633; N -0.566; N -0.482; H 0.330; H 0.227; H 0.224; H 0.308; H 0.233; H 0.357; H 0.244; H 0.286; H 0.215; H 0.251

2.
A single C22H28Cl2O4 molecule in a non-equilibrium geometry. Source: OMol25; level of theory: the ωB97M-V functional and the def2-TZVPD basis.

As for the total energy: -2075.8108 hartree. For the energy relative to the best compared isomer or geometry (same formula, charge and spin), the calculation gives 440.75 kcal/mol. The LUMO energy comes out at 0.25 eV. As for the orbital gap: 0.331 Ha.

Structure (XYZ):
```
56
C22H28Cl2O4 | OMol25 | the ωB97M-V functional and the def2-TZVPD basis
C -0.0228 -3.4168 3.1995
C 1.4488 -3.1649 2.4958
C 1.4502 -1.7721 1.6599
C 2.7210 -1.5883 1.0650
H 3.0777 -2.6212 0.4330
H 3.2969 -1.3977 1.9558
C 2.5632 -0.5078 0.2587
C 1.9084 0.8064 0.6568
O 2.3360 1.4915 1.5667
C 0.6348 0.8250 0.1601
C 0.4386 0.1833 -0.8875
C -0.7927 -0.0682 -1.6781
C -1.8104 0.3671 -1.2958
C -1.6950 1.5671 -0.1033
C -0.5141 1.6162 0.4104
Cl -0.4461 2.7153 1.9586
Cl -2.9742 2.3520 0.4251
O -2.9525 0.1786 -1.8432
C -4.1513 0.5778 -1.5884
C -4.6875 -0.2686 -0.1592
C -4.6077 -1.8308 -0.5923
C -3.2415 -2.1765 -0.4464
O -2.2568 -1.8892 0.2370
O -2.9775 -2.9964 -1.4978
H -1.9897 -3.1600 -1.9544
H -5.0041 -2.1045 -1.4169
H -4.9892 -2.5284 0.3524
H -3.9737 0.1174 0.5263
H -5.7628 -0.0832 0.0895
H -4.8014 0.0846 -2.3140
H -4.4342 1.6478 -1.4328
H -0.8257 -0.8724 -2.5310
C 1.8257 -0.6802 -1.1196
H 2.2358 -0.4730 -2.0764
H 1.6175 -1.8607 -1.2556
C 4.1307 0.2549 -0.2061
C 4.9399 -1.0217 -1.1346
C 5.8395 -0.2256 -1.6214
H 6.2305 -0.8157 -2.6733
H 6.5547 0.3024 -1.2218
C 5.0243 0.7999 -2.2390
H 4.1360 0.5619 -2.9314
H 5.4107 1.6606 -2.7982
C 4.1012 1.1571 -1.1324
H 4.5639 2.1662 -0.7139
H 3.3143 1.6039 -1.4293
H 5.5429 -1.7677 -0.2212
H 4.3933 -1.8138 -1.5217
H 4.5965 0.3903 0.6035
H 0.4076 -1.8816 0.9506
H 1.0128 -0.9898 2.2869
H 1.5938 -3.9475 1.7980
H 2.2349 -3.0298 3.1901
H -0.2556 -2.7181 3.9266
H 0.0273 -4.4414 3.7491
H -0.7967 -3.3267 2.5516
```

From a Mulliken analysis of the wavefunction, the atomic charges in e read: C -1.304; C -0.636; C -0.160; C -0.252; H 0.180; H 0.333; C 1.193; C -0.863; O -0.693; C 0.823; C 1.499; C -0.706; C -0.267; C 0.455; C -0.898; Cl -0.243; Cl -0.181; O -0.494; C -0.789; C -0.483; C -0.759; C 0.719; O -0.630; O -0.590; H 0.386; H 0.502; H 0.239; H 0.441; H 0.358; H 0.510; H 0.336; H 0.301; C -1.070; H 0.334; H 0.293; C -0.734; C -0.981; C -0.333; H 0.227; H 0.403; C -0.715; H 0.238; H 0.452; C -1.589; H 0.274; H 0.893; H 0.077; H 0.475; H 1.176; H -0.149; H 0.506; H 0.396; H 0.431; H 0.418; H 0.321; H 0.330

3.
10 unconnected molecules or ions with the total composition C41H68Cl2F2O14 in a non-equilibrium geometry. Source: OMol25; level of theory: the ωB97M-V functional and the def2-TZVPD basis.

As for the total energy: -3776.5396 hartree. The LUMO energy comes out at 0.40 eV. As for the orbital gap: 0.353 Ha.

Structure (XYZ):
```
127
C41H68Cl2F2O14 | OMol25 | the ωB97M-V functional and the def2-TZVPD basis
O 8.0421 -1.0900 3.0473
C 6.9214 -1.6315 2.9160
O 5.7291 -1.0469 2.5610
C 5.6164 0.3539 2.4684
C 4.1411 0.6654 2.1427
C 6.6929 -3.1123 3.0492
H 6.2338 0.7657 1.6700
H 5.9507 0.8386 3.3857
H 3.4694 0.4013 2.9596
H 3.7787 0.1122 1.2762
H 3.9762 1.7294 1.9730
H 5.8575 -3.3324 3.7139
H 7.6275 -3.5460 3.4048
H 6.4240 -3.5531 2.0892
O 3.7246 3.9262 -1.2393
C 2.6837 4.3696 -1.6205
O 2.4275 4.9327 -2.8148
C 3.4285 4.9792 -3.8705
C 2.7722 4.5946 -5.1832
C 1.5257 4.4533 -0.6478
H 4.2075 4.2963 -3.5315
H 3.9583 5.9316 -3.8605
H 3.5293 4.4764 -5.9583
H 2.0675 5.3159 -5.5969
H 2.3178 3.6122 -5.0548
H 1.6806 5.4489 -0.2321
H 1.5258 3.5961 0.0254
H 0.5980 4.4000 -1.2177
O 1.9373 -2.5362 -3.9760
C 1.3835 -2.3398 -2.8896
O 1.9814 -1.7969 -1.7604
C 3.3388 -1.4972 -1.7728
C 3.4750 0.0310 -1.9409
C -0.0755 -2.5312 -2.6130
H 3.8624 -2.0523 -2.5511
H 3.7901 -1.8233 -0.8357
H 4.4995 0.3852 -2.0551
H 2.8972 0.4974 -1.1429
H 3.0327 0.3628 -2.8802
H -0.5863 -2.4545 -3.5729
H -0.4111 -1.7295 -1.9552
H -0.1283 -3.4652 -2.0537
O -3.4001 -5.1611 2.4127
C -3.0954 -4.4241 1.4857
O -2.0466 -4.4914 0.7104
C -1.1560 -5.5616 0.7530
C 0.0826 -5.1348 1.4872
C -3.9587 -3.1579 1.2525
H -0.8323 -5.8115 -0.2574
H -1.5715 -6.4252 1.2723
H -0.1541 -4.6561 2.4374
H 0.5828 -4.3289 0.9501
H 0.7600 -5.9496 1.7428
H -3.4177 -2.2177 1.3590
H -4.7398 -3.1363 2.0124
H -4.4177 -3.2500 0.2681
O -2.0946 0.4927 -2.9817
C -0.9768 0.9879 -3.2512
O -0.3977 1.0994 -4.5023
C -1.0383 0.7717 -5.7331
C -1.0752 -0.7061 -5.8780
C 0.0995 1.3582 -2.1910
H -0.4746 1.2383 -6.5410
H -2.0391 1.2035 -5.7365
H -0.0567 -1.0832 -5.7855
H -1.2226 -0.9415 -6.9320
H -1.8181 -1.2583 -5.3025
H 0.6471 2.2677 -2.4380
H 0.7526 0.4881 -2.2588
H -0.2843 1.4716 -1.1771
O -7.7070 1.4824 3.9504
C -7.4156 2.5717 3.4446
O -6.1961 2.8666 3.0033
C -5.0890 1.9843 3.4261
C -5.0558 0.7286 2.5321
C -8.4533 3.6343 3.1841
H -5.2622 1.7536 4.4773
H -4.1571 2.5476 3.3794
H -5.9384 0.1422 2.7876
H -4.1983 0.1705 2.9079
H -4.9906 0.8008 1.4464
H -9.1065 3.3270 2.3674
H -8.0799 4.6412 2.9974
H -9.0662 3.7862 4.0726
O 1.5012 -6.4672 -0.9471
C 2.6395 -6.8569 -0.6991
O 3.7217 -6.0363 -0.3494
C 3.5734 -4.6117 -0.1567
C 3.7917 -4.2456 1.3228
C 3.0430 -8.3121 -0.6395
H 2.6382 -4.1648 -0.4941
H 4.3811 -4.1683 -0.7390
H 4.6477 -4.7746 1.7417
H 2.9313 -4.5792 1.9029
H 3.7719 -3.1605 1.4240
H 4.0205 -8.5844 -1.0376
H 2.2686 -8.8997 -1.1325
H 3.1434 -8.7174 0.3673
F -1.4369 5.3886 0.3298
C -2.5224 4.7245 0.0088
C -3.6547 4.8819 0.8546
C -4.7923 4.2051 0.4557
C -4.8226 3.3583 -0.6269
C -3.7165 3.2106 -1.4864
C -2.5607 3.9582 -1.1626
H -3.6693 5.5997 1.6614
H -5.6741 4.3152 1.0694
H -5.6782 2.7889 -0.9588
H -3.7344 2.5590 -2.3475
H -1.6642 4.0245 -1.7611
F 1.5483 -1.3071 1.5535
C 0.5178 -0.4866 1.2947
C -0.5717 -0.9406 0.5995
C -1.7170 -0.1498 0.4313
C -1.7290 1.1678 0.9276
C -0.5629 1.7020 1.6020
C 0.4886 0.8432 1.8196
H -0.5491 -1.9923 0.3551
H -2.5504 -0.5137 -0.1513
H -2.6191 1.7208 0.6663
H -0.5105 2.7395 1.8973
H 1.3580 1.1653 2.3734
C -2.5800 5.2074 5.1114
Cl -1.6540 3.8330 4.4399
Cl -4.0528 5.4745 4.2195
H -2.8229 4.9207 6.1346
H -1.9853 6.1209 5.1158
```

Mulliken population analysis, charges in e, atoms 1 to 99: O -0.606; C 0.570; O -0.103; C -0.577; C -0.814; C -0.802; H 0.344; H 0.376; H 0.356; H -0.040; H 0.509; H 0.293; H 0.372; H 0.117; O -0.613; C 0.605; O -0.335; C -0.402; C -0.961; C -0.084; H 0.348; H 0.348; H 0.376; H 0.295; H 0.177; H 0.449; H -0.049; H -0.089; O -0.660; C 0.514; O 0.306; C -0.016; C -1.425; C -0.199; H 0.532; H -0.165; H 0.520; H 0.161; H 0.407; H 0.054; H -0.227; H 0.154; O -0.602; C 0.662; O -0.236; C -0.617; C -0.753; C -0.538; H 0.350; H 0.379; H 0.549; H -0.087; H 0.433; H -0.113; H 0.336; H 0.334; O -0.639; C 0.392; O -0.283; C -0.285; C -1.094; C 1.427; H 0.350; H 0.281; H 0.262; H 0.492; H 0.232; H 0.089; H -0.724; H -0.547; O -0.587; C 0.835; O -0.201; C -0.162; C -0.959; C -1.189; H 0.443; H -0.117; H 0.583; H 0.264; H 0.179; H 0.289; H 0.270; H 0.364; O -0.523; C 0.833; O -0.408; C 0.373; C -0.764; C -1.277; H -0.224; H 0.389; H 0.351; H 0.108; H 0.130; H 0.356; H 0.349; H 0.304; F -0.355

4.
A gas-phase ion, C3H6OPS (charge -1) in a non-equilibrium geometry. Source: OMol25; level of theory: the ωB97M-V functional and the def2-TZVPD basis.

As for the total energy: -932.7234 hartree. For the energy relative to the best compared isomer or geometry (same formula, charge and spin), the calculation gives 0.00 kcal/mol. The LUMO energy comes out at 3.93 eV. The charge is -1. As for the orbital gap: 0.263 Ha.

Structure (XYZ):
```
12
C3H6OPS | OMol25 | the ωB97M-V functional and the def2-TZVPD basis
C -1.6014 0.2788 0.1542
C 0.4749 -1.3464 0.3834
C 0.8092 1.1373 -0.7306
O -1.3072 1.0864 1.0100
P -0.2134 -0.3688 -1.0070
S -2.9837 -0.6452 -0.0751
H -0.0853 -2.2282 0.6487
H 0.5094 -0.5926 1.2397
H 1.5110 -1.6349 0.0302
H 1.8501 0.8023 -0.4989
H 0.3051 1.6047 0.2885
H 0.7313 1.9067 -1.4433
```

From a Mulliken analysis of the wavefunction, the atomic charges in e read: C 0.263; C -0.950; C -0.965; O -0.589; P 0.024; S -0.509; H 0.337; H 0.267; H 0.265; H 0.248; H 0.238; H 0.371

5.
A molecular structure, C15H19N3OPtSb in a non-equilibrium geometry. Source: OMol25; level of theory: the ωB97M-V functional and the def2-TZVPD basis.

As for the total energy: -1181.8466 hartree. For the energy relative to the best compared isomer or geometry (same formula, charge and spin), the calculation gives 0.00 kcal/mol. The LUMO energy comes out at -3.65 eV. The charge is +1. As for the orbital gap: 0.262 Ha.

Structure (XYZ):
```
40
C15H19N3OPtSb | OMol25 | the ωB97M-V functional and the def2-TZVPD basis
Pt -0.0005 0.4074 0.1410
O -1.3163 -0.1595 3.8694
C -1.1558 -0.2118 2.6612
N 0.0038 -0.3819 2.0068
C 1.2660 -0.2620 2.7022
C 2.3622 -0.0951 1.6916
C 3.7012 -0.1017 2.0521
C 4.6701 0.0224 1.0756
C 4.2875 0.1223 -0.2574
C 2.9449 0.1313 -0.5561
N 2.0062 0.0437 0.3991
C -2.3110 -0.0738 1.7014
C -3.6176 -0.0897 2.1420
C -4.6365 0.0234 1.2103
C -4.3158 0.1200 -0.1380
C -2.9866 0.1442 -0.5105
N -2.0083 0.0667 0.3966
H 1.4667 -1.1508 3.3086
H 1.2664 0.5888 3.3948
H 3.9707 -0.2127 3.0934
H 5.7176 0.0315 1.3453
H 5.0144 0.1915 -1.0530
H 2.5852 0.2087 -1.5726
H -3.7965 -0.1940 3.2028
H -5.6706 0.0296 1.5271
H -5.0803 0.1756 -0.8990
H -2.6824 0.2262 -1.5449
C -1.9171 3.9531 -0.1262
Sb -0.0175 3.0051 -0.1626
C 0.9543 3.9675 -1.7920
C 0.9245 3.9534 1.4852
H -1.7825 5.0325 -0.1593
H -2.4325 3.6783 0.7930
H -2.5071 3.6296 -0.9810
H 0.8611 5.0489 -1.7052
H 0.5022 3.6346 -2.7236
H 2.0075 3.6920 -1.7851
H 0.8485 5.0309 1.3526
H 1.9723 3.6628 1.5333
H 0.4255 3.6627 2.4079
```

From a Mulliken analysis of the wavefunction, the atomic charges in e read: Pt 0.321; O -0.680; C -0.170; N -0.439; C -0.686; C 0.571; C -0.773; C -0.236; C -0.745; C -0.046; N 0.020; C 0.784; C -0.523; C -0.289; C -0.674; C -0.074; N 0.046; H 0.483; H 0.318; H 0.453; H 0.444; H 0.409; H 0.462; H 0.493; H 0.459; H 0.416; H 0.463; C -1.236; Sb 0.487; C -1.189; C -1.270; H 0.405; H 0.372; H 0.370; H 0.362; H 0.360; H 0.356; H 0.407; H 0.384; H 0.383

Question: What is the formula in the first record?
Answer: C3H10N6

Question: Which of these has the highest orbital gap?
Answer: C41H68Cl2F2O14

Question: The highest orbital gap belongs to which entry?
Answer: C41H68Cl2F2O14

Question: Which formula does entry 3 have?
Answer: C41H68Cl2F2O14